A 6-piece molecular cluster, H12O5S overall in a non-equilibrium geometry. Source: the OMol25 dataset; level of theory: ωB97M-V/def2-TZVPD.

Summary:
Frontier orbital gap   9.778 eV
SMILES   O.O.O.O.O.S
LUMO level   0.33 eV

Cartesian coordinates (Å):
O (-1.58023, 1.41638, -0.82922)
H (-2.14786, 2.04154, -1.29369)
H (-1.10307, 0.77412, -1.38553)
O (-1.01554, 0.67243, 1.64901)
H (-1.37541, 1.32530, 1.01182)
H (-0.08641, 0.98469, 1.54625)
O (-0.59554, -0.94139, -1.95891)
H (-0.88400, -1.83095, -2.16299)
H (-0.67479, -1.12206, -0.98821)
O (1.64003, 1.01785, 1.39515)
H (2.33950, 0.99655, 2.05618)
H (1.89364, 0.81667, 0.48500)
O (1.97521, 0.04218, -1.34682)
H (1.05019, -0.09002, -1.60427)
H (2.41005, -0.82124, -1.40438)
S (-0.70570, -2.29269, 1.36234)
H (0.10418, -1.86308, 2.36542)
H (-1.24425, -1.12627, 1.10284)

Results of the Mulliken charge analysis, in e, for atoms 1 through 2: number 1, O, carries -0.62; number 2, H, carries 0.27



H2KO as an isolated structure. Source: the OMol25 dataset; level of theory: ωB97M-V/def2-TZVPD.

Summary:
Frontier orbital gap   11.543 eV
LUMO level   -4.32 eV
Charge   +1

Cartesian coordinates (Å):
O (-2.33560, 0.16109, 1.55369)
H (-2.74707, -0.71722, 1.71953)
H (-2.77201, 0.76482, 2.19660)
K (0.33239, -0.02016, -0.22161)

Results of the Mulliken charge analysis, in e, for atoms 1 through 2: number 1, O, carries -0.62; number 2, H, carries 0.33



A 6-piece molecular cluster, C20H56N5O6 overall in a non-equilibrium geometry. Source: the OMol25 dataset; level of theory: ωB97M-V/def2-TZVPD.

Summary:
Frontier orbital gap   7.537 eV
LUMO level   2.78 eV
Charge   -1

Cartesian coordinates (Å):
O (28.55000, 21.70100, 15.07300)
H (28.14000, 21.29000, 15.87900)
C (31.55700, 24.51200, 16.28100)
C (30.06500, 24.88500, 16.46700)
C (29.41800, 25.53600, 15.27700)
O (29.98500, 26.59600, 14.66500)
C (29.27100, 27.04200, 13.45800)
N (29.31900, 23.77500, 16.92700)
H (31.99500, 25.01300, 15.72300)
H (31.75700, 23.69600, 15.48400)
H (32.18700, 24.30400, 17.22200)
H (30.15000, 25.72000, 17.03400)
H (28.32800, 25.72100, 15.56400)
H (29.38900, 24.81200, 14.48700)
H (29.72900, 27.82200, 13.13200)
H (28.17300, 27.43800, 13.65500)
H (29.14500, 26.20400, 12.76700)
H (29.14500, 23.17700, 16.38900)
H (28.40200, 24.10100, 17.29000)
C (32.12000, 20.54200, 18.58200)
C (31.04600, 20.21800, 17.51400)
C (29.59700, 19.89200, 18.08000)
O (29.85200, 18.77700, 18.87000)
C (28.63500, 18.08800, 19.34600)
N (30.93000, 21.28100, 16.63800)
H (31.85500, 20.02600, 19.51900)
H (31.96500, 21.58000, 18.83900)
H (33.05500, 20.45500, 18.33000)
H (31.26200, 19.26500, 17.06900)
H (28.90900, 19.92300, 17.34000)
H (29.30000, 20.67600, 18.73200)
H (29.04200, 17.07600, 19.79500)
H (27.87400, 17.87800, 18.45400)
H (28.27000, 18.63000, 20.14000)
H (30.30900, 22.07000, 17.07300)
H (30.27800, 21.18700, 15.67100)
C (24.59000, 20.89200, 12.09500)
C (25.48200, 21.13000, 13.32800)
C (25.69600, 19.92100, 14.27800)
O (24.22700, 19.64900, 14.47300)
C (24.04700, 18.68000, 15.49700)
N (26.82900, 21.61900, 12.92300)
H (24.81900, 20.18500, 11.42700)
H (24.41400, 21.67200, 11.30300)
H (23.71300, 20.36900, 12.26900)
H (24.85600, 21.80800, 13.85600)
H (26.18600, 20.11300, 14.99000)
H (26.14700, 19.02100, 13.88500)
H (23.99800, 17.85500, 14.98500)
H (22.98900, 18.63700, 15.97600)
H (24.86800, 18.67700, 16.44400)
H (27.29200, 21.90100, 13.83300)
H (27.33500, 20.75600, 12.97900)
C (31.50100, 23.78200, 11.66900)
C (30.23900, 22.88400, 11.96900)
C (29.89300, 22.00200, 10.84100)
O (29.53100, 22.83300, 9.71200)
C (29.14000, 22.01700, 8.61900)
N (30.57000, 21.96000, 13.13200)
H (31.64700, 24.57300, 12.38600)
H (31.22500, 24.27000, 10.74000)
H (32.43700, 23.31700, 11.42500)
H (29.43100, 23.65800, 12.16700)
H (28.93300, 21.36900, 11.16400)
H (30.69300, 21.26400, 10.47000)
H (29.89800, 21.48200, 8.13700)
H (28.58700, 22.66300, 7.80000)
H (28.36200, 21.35800, 8.76100)
H (30.94100, 22.44800, 13.97700)
H (29.93900, 21.84700, 13.68300)
C (28.42800, 17.54400, 15.18200)
C (29.57000, 18.12500, 14.37100)
C (30.17400, 17.13400, 13.38000)
O (30.87900, 16.05300, 14.12300)
C (31.25000, 14.96800, 13.22700)
N (29.06600, 19.36600, 13.64900)
H (28.70500, 16.73900, 16.08800)
H (27.60300, 17.02600, 14.76700)
H (27.81400, 18.35300, 15.60100)
H (30.14700, 18.69800, 15.09200)
H (30.86700, 17.75700, 12.98600)
H (29.52900, 16.89600, 12.51900)
H (31.76300, 14.06200, 13.74500)
H (31.87300, 15.35700, 12.52500)
H (30.40800, 14.50300, 12.64600)
H (28.88200, 20.14500, 14.15700)
H (29.70700, 19.72300, 13.11800)

Results of the Mulliken charge analysis, in e, for atoms 1 through 2: number 1, O, carries -1.23; number 2, H, carries 0.01



A 2-piece molecular cluster, CH7N2S overall in a non-equilibrium geometry. Source: the OMol25 dataset; level of theory: ωB97M-V/def2-TZVPD.

Summary:
Frontier orbital gap (alpha / beta)   2.285 / 6.841 eV
LUMO level (alpha / beta)   6.91 / 6.81 eV
Charge   -2
Multiplicity   2

Cartesian coordinates (Å):
S (0.93670, -1.33654, 2.11384)
H (0.23672, -2.55649, 1.65548)
N (-0.75384, -0.70134, -0.48172)
C (-0.58092, 0.74193, -0.62119)
N (0.81451, 1.27830, -0.46238)
H (-0.35371, -0.87179, 0.46360)
H (-0.16634, -1.24481, -1.15464)
H (-1.35122, 1.38915, -0.20261)
H (-1.03058, 0.94967, -1.62303)
H (1.47661, 0.47995, -0.13594)
H (0.77206, 1.87198, 0.44859)

Results of the Mulliken charge analysis, in e, for atoms 1 through 2: number 1, S, carries -0.90; number 2, H, carries 0.02



One molecule with the formula C8H14N2O6 in a non-equilibrium geometry. Source: the OMol25 dataset; level of theory: ωB97M-V/def2-TZVPD.

Summary:
Frontier orbital gap   10.052 eV
SMILES   C[C@@H](O)[C@H](N)C(=O)N[C@@H](CC(=O)O)C(=O)O
LUMO level   0.36 eV

Cartesian coordinates (Å):
C (3.86863, -0.83724, -0.96918)
C (2.72374, -0.10551, -0.42997)
O (1.86331, 0.64287, -1.34279)
C (1.88362, -1.02632, 0.43502)
N (0.93221, -1.77183, -0.38338)
C (1.21890, -0.05587, 1.47843)
O (1.94572, 0.14970, 2.48458)
N (0.20260, 0.78585, 1.24823)
C (-0.81076, 0.52858, 0.25584)
C (-2.03698, -0.19570, 0.68284)
C (-2.75142, -1.23582, -0.19008)
O (-2.29603, -1.94393, -1.08626)
O (-4.04329, -1.24611, 0.15933)
C (-1.08918, 1.90194, -0.38928)
O (-2.07397, 2.53972, -0.15900)
O (-0.17019, 2.44870, -1.14452)
H (3.41436, -1.72643, -1.40295)
H (4.29411, -0.16606, -1.68876)
H (4.65882, -1.04951, -0.21171)
H (3.08315, 0.62983, 0.28586)
H (1.65689, -0.08325, -1.95370)
H (2.39251, -1.75398, 1.17180)
H (1.08448, -2.47361, -1.10207)
H (0.18338, -2.22210, 0.05549)
H (0.08933, 1.65374, 1.78411)
H (-0.41784, -0.11443, -0.55793)
H (-2.70029, 0.59997, 1.08130)
H (-1.72722, -0.81220, 1.51316)
H (-4.39388, -2.09640, -0.12340)
H (0.59489, 1.94430, -1.43762)

Results of the Mulliken charge analysis, in e, for atoms 1 through 2: number 1, C, carries -1.44; number 2, C, carries -0.23



C32H85O11Zn as an isolated structure in a non-equilibrium geometry. Source: the OMol25 dataset; level of theory: ωB97M-V/def2-TZVPD.

Summary:
Frontier orbital gap   4.547 eV
LUMO level   -6.88 eV
Charge   +1

Cartesian coordinates (Å):
Zn (2.24159, -3.83013, -0.72458)
C (0.02890, -0.88629, 1.31773)
C (0.55523, -1.09855, -0.10838)
O (1.60006, -2.03996, -0.11751)
H (-0.48708, -1.76542, 1.70041)
H (-0.60050, 0.00611, 1.34445)
H (0.83611, -0.63383, 2.00838)
H (0.95065, -0.13495, -0.45756)
H (-0.26399, -1.25592, -0.81782)
C (2.54408, 0.91532, 5.35592)
C (1.14271, 1.51589, 5.18040)
C (0.23499, 1.18046, 6.37701)
O (1.24700, 2.94125, 5.13786)
H (3.30099, 1.52620, 4.85736)
H (2.63436, -0.12334, 5.04631)
H (2.85179, 1.05838, 6.39521)
H (0.75561, 1.20570, 4.20350)
H (0.36069, 0.16193, 6.74017)
H (-0.78198, 1.40670, 6.04996)
H (0.52435, 1.89939, 7.14322)
H (0.35755, 3.29310, 5.24632)
C (3.79764, 1.37686, 0.70302)
C (4.93461, 0.37572, 0.84350)
C (5.62719, 0.41944, 2.20011)
O (4.30039, -0.92379, 0.78893)
H (3.56961, 1.62563, -0.33553)
H (4.09088, 2.28562, 1.23593)
H (2.84758, 1.10583, 1.16817)
H (5.66842, 0.43608, 0.03587)
H (6.42669, -0.31207, 2.31051)
H (4.89290, 0.35011, 3.00183)
H (6.14964, 1.37173, 2.32821)
H (3.45780, -0.85646, 0.32737)
C (-2.18484, 1.38401, -1.33498)
C (-3.27017, 2.10420, -2.12172)
C (-3.48178, 3.52428, -1.61508)
O (-2.82597, 2.16639, -3.46833)
H (-2.08363, 0.39472, -1.78402)
H (-2.50131, 1.28607, -0.29235)
H (-1.23346, 1.91761, -1.33121)
H (-4.23602, 1.59842, -2.11140)
H (-2.59115, 4.15823, -1.59022)
H (-3.78657, 3.51685, -0.56303)
H (-4.25289, 4.04973, -2.17715)
H (-1.92051, 2.50139, -3.47925)
C (1.21232, 1.76996, -5.31362)
C (0.46457, 2.16805, -4.03228)
C (1.38558, 2.28644, -2.83470)
O (-0.26443, 3.36346, -4.17620)
H (1.79238, 2.62147, -5.68288)
H (0.58978, 1.39543, -6.12366)
H (2.00010, 1.03795, -5.11479)
H (-0.25077, 1.36128, -3.84721)
H (0.83707, 2.63474, -1.95867)
H (2.16135, 3.02221, -3.06184)
H (1.83574, 1.33235, -2.55313)
H (0.34629, 4.08230, -4.37271)
C (-0.59145, -2.31813, 4.86893)
C (-1.54779, -1.79745, 5.92054)
C (-2.93031, -2.43890, 5.90376)
O (-1.02895, -2.18746, 7.22015)
H (-0.49760, -3.36931, 5.15660)
H (0.40454, -1.88241, 4.86799)
H (-1.12335, -2.28565, 3.91787)
H (-1.69490, -0.71476, 5.90180)
H (-3.46105, -2.11385, 5.00673)
H (-3.59033, -2.14096, 6.71963)
H (-2.81631, -3.52024, 5.98399)
H (-1.49754, -1.62879, 7.84836)
C (-2.91639, -3.36407, -1.21877)
C (-3.58322, -2.32046, -2.11428)
C (-3.66436, -2.80752, -3.56193)
O (-4.88804, -2.06718, -1.56507)
H (-2.80299, -2.90953, -0.23600)
H (-1.94996, -3.57879, -1.68284)
H (-3.52042, -4.26835, -1.17465)
H (-3.08855, -1.35040, -2.10569)
H (-4.13934, -2.11940, -4.25809)
H (-4.13933, -3.78343, -3.68902)
H (-2.62081, -2.99409, -3.82652)
H (-5.53028, -2.72438, -1.84906)
C (-0.04329, -1.85936, -3.77288)
C (0.46441, -2.84546, -4.83753)
C (0.84982, -2.07085, -6.07492)
O (1.62080, -3.51290, -4.32134)
H (-1.01165, -1.42656, -4.02957)
H (0.64463, -1.05803, -3.50560)
H (-0.27772, -2.46564, -2.88969)
H (-0.29469, -3.60370, -5.03752)
H (1.21975, -2.77005, -6.82581)
H (1.56182, -1.30491, -5.77417)
H (-0.05043, -1.64563, -6.51791)
H (1.37108, -4.21788, -3.71722)
C (-3.42539, 0.41025, 2.48536)
C (-3.64688, -0.74778, 1.52504)
C (-4.08168, -1.97981, 2.32073)
O (-4.73567, -0.44585, 0.65721)
H (-4.44612, 0.62899, 2.80870)
H (-3.03673, 1.36800, 2.13817)
H (-2.81530, 0.03471, 3.30866)
H (-2.74814, -1.03438, 0.96745)
H (-4.46518, -2.72470, 1.62046)
H (-4.84853, -1.84660, 3.08049)
H (-3.13512, -2.36335, 2.71604)
H (-4.71970, -1.08336, -0.07416)
C (5.44203, -2.49498, -3.48716)
C (4.43959, -2.02296, -2.47021)
C (3.86380, -0.65085, -2.77130)
O (3.35852, -2.94492, -2.32767)
H (5.99675, -1.67287, -3.93699)
H (4.95473, -2.92044, -4.37176)
H (6.05849, -3.29865, -3.08731)
H (4.87340, -1.90387, -1.47387)
H (4.62231, 0.11453, -2.93412)
H (3.12324, -0.29871, -2.05261)
H (3.31262, -0.67309, -3.72085)
H (2.89026, -2.97509, -3.19513)
C (-0.03700, 5.30810, 0.13509)
C (-0.69578, 4.37987, 1.12495)
C (0.11200, 3.11962, 1.35043)
O (-0.86113, 4.99611, 2.39228)
H (0.86806, 5.81324, 0.47792)
H (-0.65795, 6.17133, -0.12234)
H (0.14769, 4.75819, -0.79092)
H (-1.70119, 4.15532, 0.74943)
H (-0.13667, 2.58992, 2.27182)
H (1.16285, 3.39832, 1.47795)
H (0.13288, 2.35198, 0.57330)
H (-1.53893, 5.67601, 2.35884)

Results of the Mulliken charge analysis, in e, for atoms 1 through 2: number 1, Zn, carries 0.46; number 2, C, carries -0.65